DFT (ωB97M-V with the def2-TZVPD basis set) results for a molecular structure, C49H43Br2NO3P3Y.

The geometry in XYZ format:
```
102
Properties=species:S:1:pos:R:3:forces:R:3:lowdin_charge:R:1
Y -0.075 0.067 0.545 -0.11 0.14 0.29 1.43
C 0.802 -2.166 3.649 0.13 -0.01 -0.02 -0.01
C -0.084 -1.028 4.036 0.03 -0.05 0.03 -0.30
C -0.353 -0.806 5.403 0.04 -0.06 0.03 0.01
C -1.210 0.182 5.781 -0.05 0.05 -0.02 0.01
C -1.838 0.967 4.790 0.02 0.00 0.17 -0.19
C -2.780 1.993 5.068 0.05 -0.06 -0.02 -0.62
Br -3.236 2.410 6.846 -0.02 0.02 0.07 0.85
C -3.374 2.676 4.053 -0.10 0.12 -0.12 -0.15
C -3.048 2.391 2.710 0.00 -0.05 0.24 -0.59
Br -3.931 3.332 1.349 0.02 0.00 -0.08 0.90
C -2.118 1.432 2.396 0.14 -0.08 -0.24 -0.40
O -1.735 1.145 1.157 -0.05 -0.01 -0.20 -0.31
C -1.509 0.696 3.449 -0.11 0.07 0.02 -0.17
N -0.616 -0.282 3.078 0.01 0.01 -0.07 0.09
H 1.016 -2.799 4.506 0.05 0.01 -0.01 0.10
H 1.752 -1.826 3.231 0.03 0.03 0.00 0.08
H 0.313 -2.780 2.899 -0.05 -0.11 -0.13 0.06
H 0.121 -1.447 6.137 -0.05 0.07 -0.06 0.12
H -1.436 0.365 6.824 0.04 -0.04 -0.04 0.09
H -4.107 3.446 4.260 0.04 -0.05 0.01 0.11
O 0.656 -0.787 -2.787 -0.09 -0.06 0.09 -0.07
C 1.536 -1.821 -3.017 0.03 -0.02 -0.10 -0.27
C 2.404 -1.825 -4.104 0.11 0.05 0.05 -0.02
C 3.267 -2.890 -4.281 0.07 -0.06 -0.02 -0.03
C 3.288 -3.943 -3.372 0.05 -0.02 -0.07 -0.05
C 2.473 -3.891 -2.261 -0.01 -0.02 0.03 -0.08
C 1.577 -2.831 -2.065 0.30 -0.16 -0.09 -0.28
P 0.744 -2.659 -0.475 -0.06 0.19 0.37 1.05
C -0.542 -3.915 -0.306 -0.10 -0.01 -0.21 -0.39
C -1.494 -3.739 0.696 -0.10 -0.13 0.01 -0.12
C -2.469 -4.700 0.917 -0.04 0.00 0.02 -0.06
C -2.509 -5.835 0.119 0.02 -0.04 -0.03 -0.05
C -1.578 -6.006 -0.898 -0.05 -0.04 0.02 -0.05
C -0.596 -5.050 -1.111 0.02 0.00 -0.08 -0.07
C 2.075 -3.212 0.637 -0.02 -0.24 0.09 -0.41
C 2.046 -4.455 1.264 -0.03 0.05 0.06 -0.09
C 3.094 -4.841 2.091 0.05 -0.01 0.01 -0.05
C 4.178 -3.996 2.285 0.01 -0.07 0.04 -0.06
C 4.219 -2.761 1.648 0.02 0.02 0.00 -0.07
C 3.170 -2.372 0.830 0.03 0.02 0.08 -0.12
C 0.071 -0.126 -3.853 0.05 0.11 -0.06 -0.25
C -0.004 -0.664 -5.131 -0.17 0.02 -0.06 -0.01
C -0.566 0.087 -6.149 -0.02 -0.01 -0.07 -0.03
C -1.057 1.365 -5.906 0.01 0.02 -0.04 -0.05
C -1.038 1.856 -4.616 -0.05 0.08 -0.02 -0.07
C -0.484 1.116 -3.568 -0.06 -0.03 -0.17 -0.29
P -0.803 1.607 -1.859 -0.03 0.01 0.28 1.07
C -2.612 1.720 -1.859 -0.06 -0.05 0.03 -0.38
C -3.323 2.867 -2.199 0.02 0.08 -0.03 -0.11
C -4.709 2.837 -2.245 -0.07 0.07 -0.02 -0.08
C -5.394 1.665 -1.953 -0.05 0.01 0.01 -0.06
C -4.692 0.516 -1.618 0.01 -0.03 0.00 -0.06
C -3.307 0.547 -1.571 -0.18 0.09 -0.03 -0.11
C -0.185 3.306 -1.693 0.03 0.07 -0.14 -0.37
C -0.717 4.139 -0.706 0.03 0.07 0.03 -0.13
C -0.268 5.447 -0.580 -0.02 0.01 0.06 -0.07
C 0.728 5.929 -1.423 0.02 0.02 0.03 -0.07
C 1.277 5.097 -2.389 0.03 -0.01 -0.02 -0.07
C 0.821 3.790 -2.526 0.01 0.06 -0.04 -0.08
H 2.394 -1.000 -4.804 0.11 -0.09 0.08 0.13
H 3.937 -2.892 -5.133 -0.04 -0.01 0.06 0.12
H 3.963 -4.779 -3.515 -0.06 0.07 0.01 0.12
H 2.546 -4.673 -1.513 -0.01 0.04 -0.03 0.11
H -1.486 -2.856 1.324 0.05 0.16 0.07 0.08
H -3.205 -4.560 1.702 0.07 0.00 -0.06 0.12
H -3.274 -6.583 0.286 0.03 0.02 -0.02 0.12
H -1.618 -6.888 -1.527 0.00 0.07 0.04 0.12
H 0.121 -5.185 -1.913 -0.04 -0.01 0.05 0.10
H 1.205 -5.122 1.108 0.05 0.02 0.04 0.11
H 3.073 -5.811 2.574 -0.02 0.06 -0.03 0.12
H 4.997 -4.306 2.924 -0.04 0.03 -0.04 0.12
H 5.074 -2.109 1.781 -0.03 -0.03 0.00 0.11
H 3.226 -1.416 0.320 -0.02 0.09 -0.07 0.10
H 0.369 -1.657 -5.336 -0.11 0.05 -0.02 0.12
H -0.623 -0.333 -7.146 0.01 0.02 0.07 0.12
H -1.477 1.955 -6.711 0.02 -0.05 0.07 0.12
H -1.480 2.826 -4.408 0.02 -0.07 0.01 0.12
H -2.803 3.792 -2.424 -0.01 -0.06 0.01 0.11
H -5.259 3.734 -2.511 0.06 -0.08 0.02 0.12
H -6.477 1.648 -1.987 0.07 0.00 0.00 0.12
H -5.221 -0.403 -1.393 0.04 0.07 -0.02 0.11
H -2.777 -0.364 -1.318 0.10 -0.07 0.02 0.09
H -1.514 3.784 -0.063 -0.02 -0.06 -0.01 0.05
H -0.716 6.097 0.164 0.05 -0.05 -0.07 0.12
H 1.066 6.956 -1.334 -0.03 -0.07 -0.01 0.12
H 2.045 5.470 -3.056 -0.05 -0.03 0.05 0.12
H 1.230 3.163 -3.311 -0.01 0.01 0.05 0.11
C 0.701 3.530 2.762 -0.01 0.09 0.01 -0.12
P 2.017 2.617 1.972 -0.02 0.00 0.01 0.64
C 2.884 3.680 0.838 0.08 0.13 -0.04 -0.13
C 3.154 2.060 3.231 0.08 -0.01 0.12 -0.15
O 1.447 1.404 1.216 0.10 -0.17 -0.11 -0.51
H 1.100 4.427 3.244 -0.01 -0.06 -0.03 0.08
H 0.216 2.905 3.515 0.02 0.00 -0.02 0.06
H -0.035 3.824 2.011 0.04 -0.02 0.03 0.05
H 3.373 4.497 1.377 -0.07 -0.07 -0.03 0.08
H 2.180 4.099 0.115 0.00 -0.03 0.03 0.04
H 3.644 3.103 0.307 -0.04 0.01 0.04 0.08
H 3.551 2.914 3.787 -0.03 -0.06 -0.06 0.08
H 3.985 1.517 2.776 -0.06 0.04 -0.01 0.07
H 2.637 1.399 3.930 -0.01 0.03 -0.05 0.06
```
Forces are in eV/Å.

lowest unoccupied orbital energy: -4.9 eV
largest force on an atom: 0.423 eV Å⁻¹
total charge: +2
energy above the lowest of the compared OMol25 structures with the same formula, charge and spin: 0.0 kcal/mol
2S+1: 1
frontier orbital gap: 7.60 eV
HOMO energy: -12.54 eV

---

DFT (ωB97M-V with the def2-TZVPD basis set) results for 2 unconnected molecules or ions with the total composition C3H7O3.

The geometry in XYZ format:
```
13
Properties=species:S:1:pos:R:3:forces:R:3:lowdin_charge:R:1
C -0.661 0.534 -1.392 0.29 0.09 -0.16 -0.38
O -1.479 0.001 -0.401 -0.25 -0.11 0.07 -0.11
C 0.835 0.301 -1.183 -0.42 0.01 -0.12 -0.10
H -0.815 1.619 -1.517 -0.11 0.04 0.10 0.09
H -0.958 0.072 -2.340 -0.06 0.04 -0.07 0.09
H 1.384 0.899 -1.919 0.13 -0.11 0.08 0.06
H 1.069 -0.754 -1.292 0.12 -0.13 -0.02 0.07
H 1.107 0.586 -0.173 0.14 0.14 0.14 0.06
O 0.584 -1.778 1.740 0.16 -0.39 -0.29 -0.10
C 0.143 -0.848 2.413 -0.02 0.45 0.39 -0.65
O -0.373 0.243 2.037 -0.08 -0.08 -0.08 -0.15
H 0.215 -0.956 3.530 -0.01 -0.01 0.02 0.09
H -1.050 0.081 0.495 0.11 0.06 -0.05 0.02
```
Forces are in eV/Å.

lowest unoccupied orbital energy: 4.2 eV
largest force on an atom: 0.593 eV Å⁻¹
total charge: -1
energy above the lowest of the compared OMol25 structures with the same formula, charge and spin: 14.4 kcal/mol
2S+1: 1
frontier orbital gap: 8.70 eV
HOMO energy: -4.47 eV

---

DFT (ωB97M-V with the def2-TZVPD basis set) results for a molecular structure, C31H28F5N4O3SeV.

The geometry in XYZ format:
```
73
Properties=species:S:1:pos:R:3:forces:R:3:lowdin_charge:R:1
V -0.763 -0.136 -0.260 -0.06 -0.33 -0.14 0.86
C -0.380 -2.053 -1.532 0.23 0.04 -0.15 -0.26
C 0.668 -1.978 -0.576 0.06 0.00 0.03 -0.25
C 0.100 -2.090 0.717 0.05 0.01 0.11 -0.25
C -1.299 -2.235 0.557 -0.13 -0.05 0.04 -0.28
C -1.594 -2.215 -0.833 -0.19 -0.02 0.04 -0.28
C -2.938 -2.483 -1.433 0.02 0.02 -0.01 -0.03
C -2.284 -2.582 1.630 0.03 0.00 -0.01 -0.03
C 0.833 -2.130 2.024 0.00 0.02 -0.05 -0.02
C 2.129 -1.926 -0.903 -0.01 -0.01 0.00 -0.02
C -0.193 -2.066 -3.019 -0.01 0.00 0.03 -0.01
H -2.993 -2.135 -2.465 -0.01 -0.01 0.00 0.07
H -3.735 -1.997 -0.868 -0.01 0.00 -0.01 0.07
H -3.149 -3.557 -1.437 0.00 0.00 0.00 0.09
H -1.872 -2.390 2.621 -0.02 0.02 0.01 0.08
H -2.534 -3.646 1.579 0.01 0.00 0.02 0.09
H -3.218 -2.027 1.524 0.00 0.00 0.00 0.07
H 0.408 -1.449 2.763 -0.01 0.00 0.01 0.05
H 1.872 -1.827 1.912 0.01 0.01 0.01 0.06
H 0.818 -3.141 2.442 0.01 0.00 0.00 0.09
H 2.717 -1.550 -0.068 0.01 0.00 -0.01 0.07
H 2.329 -1.288 -1.766 0.01 0.00 0.00 0.08
H 2.496 -2.928 -1.144 0.00 0.00 0.00 0.09
H -1.067 -1.678 -3.543 0.00 0.00 -0.01 0.07
H -0.017 -3.085 -3.376 0.00 0.00 -0.01 0.09
H 0.666 -1.465 -3.319 0.00 0.00 -0.01 0.08
N -0.911 2.001 3.313 -0.10 -0.10 -0.08 0.20
C -1.190 1.259 2.241 -0.08 0.07 -0.06 -0.49
O -0.299 0.966 1.430 0.11 0.02 -0.01 -0.07
C -2.583 0.776 1.964 0.01 -0.07 -0.10 -0.18
C -2.687 0.513 0.453 -0.06 0.15 0.19 -0.21
H 0.062 2.201 3.511 -0.01 -0.04 0.12 0.00
H -1.587 2.052 4.053 0.06 0.13 0.04 0.12
H -3.323 1.472 2.376 0.02 0.03 0.01 0.11
H -2.686 -0.156 2.530 -0.03 0.01 -0.01 0.10
H -2.886 1.468 -0.051 0.00 0.01 0.02 0.05
H -3.550 -0.129 0.248 0.02 -0.03 0.01 0.03
O -0.161 2.201 -6.981 0.02 0.00 0.02 -0.06
N 0.880 2.306 -6.285 -0.09 -0.02 0.00 -0.39
O 1.955 2.701 -6.780 0.02 0.00 -0.01 -0.04
C 0.851 1.976 -4.930 0.01 0.00 0.01 -0.12
C 2.048 2.109 -4.212 0.03 0.01 0.02 0.03
C 2.125 1.785 -2.853 -0.04 0.00 -0.01 -0.15
C 3.290 1.931 -2.051 0.02 0.01 -0.02 0.00
C 3.250 1.610 -0.724 0.02 0.00 0.01 -0.03
C 2.068 1.101 -0.157 -0.05 -0.02 -0.02 -0.11
N 0.978 0.928 -0.890 0.07 0.15 -0.04 0.04
C 0.988 1.286 -2.192 0.02 -0.02 0.07 -0.15
C -0.259 1.180 -2.898 -0.02 -0.01 -0.01 -0.14
N -1.301 0.748 -2.155 0.01 0.04 -0.04 0.04
C -2.502 0.663 -2.719 0.00 0.00 0.03 -0.13
C -2.704 0.980 -4.049 -0.03 0.00 -0.03 -0.04
C -1.642 1.403 -4.830 0.03 0.01 0.00 0.01
C -0.360 1.526 -4.266 0.01 0.00 0.00 -0.04
H 2.916 2.478 -4.735 -0.01 0.00 0.00 0.11
H 4.197 2.312 -2.506 0.00 0.00 0.00 0.12
H 4.117 1.725 -0.089 -0.01 0.00 0.01 0.11
H 2.014 0.837 0.894 0.02 0.01 -0.01 0.07
H -3.310 0.335 -2.079 0.01 -0.01 0.00 0.10
H -3.695 0.897 -4.474 0.00 0.00 0.00 0.10
H -1.776 1.648 -5.869 0.00 0.01 -0.01 0.09
F 7.487 -1.918 4.834 -0.02 0.00 0.01 0.10
C 6.318 -1.287 4.637 0.04 -0.02 0.00 -0.16
C 5.552 -0.872 5.710 0.00 0.00 0.06 -0.16
F 5.988 -1.111 6.958 -0.01 0.01 -0.01 0.10
C 4.353 -0.219 5.497 -0.02 0.02 -0.07 -0.27
F 3.669 0.156 6.586 0.01 -0.01 0.01 0.05
C 3.852 0.053 4.222 0.11 -0.01 -0.01 -0.59
Se 2.214 0.933 3.930 -0.05 -0.02 0.00 0.57
C 4.656 -0.388 3.170 -0.02 0.02 0.07 -0.27
F 4.280 -0.183 1.893 -0.01 -0.02 -0.02 0.04
C 5.859 -1.041 3.359 0.03 -0.03 -0.06 -0.16
F 6.594 -1.443 2.307 -0.02 0.02 0.01 0.10
```
Forces are in eV/Å.

lowest unoccupied orbital energy (alpha / beta): 2.0 / 1.7 eV
largest force on an atom: 0.367 eV Å⁻¹
total charge: -1
energy above the lowest of the compared OMol25 structures with the same formula, charge and spin: 2.1 kcal/mol
2S+1: 4
frontier orbital gap (alpha / beta): 5.30 / 6.14 eV
HOMO energy (alpha / beta): -3.31 / -4.41 eV
expectation value of S²: 3.81

---

DFT (ωB97M-V with the def2-TZVPD basis set) results for a molecular structure, C2N2 in a non-equilibrium geometry.

The geometry in XYZ format:
```
4
Properties=species:S:1:pos:R:3:forces:R:3:lowdin_charge:R:1
N -0.085 0.839 -0.591 0.09 0.13 0.58 -0.05
C 0.105 1.135 0.582 -0.07 0.66 -0.49 0.14
C 0.051 -1.413 0.418 -0.15 0.23 -0.99 0.05
N -0.071 -0.561 -0.408 0.13 -1.02 0.90 -0.13
```
Forces are in eV/Å.

lowest unoccupied orbital energy: -1.0 eV
largest force on an atom: 1.367 eV Å⁻¹
total charge: 0
energy above the lowest of the compared OMol25 structures with the same formula, charge and spin: 99.2 kcal/mol
2S+1: 1
frontier orbital gap: 11.28 eV
HOMO energy: -12.29 eV

---

DFT (ωB97M-V with the def2-TZVPD basis set) results for 2 unconnected molecules or ions with the total composition C2H9NOS in a non-equilibrium geometry.

The geometry in XYZ format:
```
14
Properties=species:S:1:pos:R:3:forces:R:3:lowdin_charge:R:1
N -0.235 -0.467 0.626 -3.47 -1.53 -0.48 -0.09
C -0.752 0.089 -0.792 1.16 0.76 3.77 -0.30
C -1.078 1.598 -0.602 1.15 1.61 -2.23 -0.52
S 0.489 2.291 0.221 -1.31 0.69 -0.24 0.67
H 0.073 0.289 1.213 0.32 0.33 -0.09 -0.06
H -1.099 -0.863 1.191 2.12 0.91 -1.70 0.10
H -1.762 -0.296 -0.882 0.49 -1.24 -1.16 0.08
H 0.184 -0.091 -1.450 -2.39 0.20 0.46 0.13
H -0.978 2.130 -1.650 -0.66 -1.09 1.93 0.08
H -2.106 1.947 -0.193 2.03 -1.03 -0.16 0.10
H 0.931 2.541 -1.000 0.64 0.28 -0.12 -0.16
O 2.174 -3.417 1.094 -2.43 -3.08 -2.86 -0.02
H 1.529 -2.893 0.607 0.05 0.14 0.17 0.02
H 2.630 -2.858 1.616 2.31 3.04 2.70 -0.04
```
Forces are in eV/Å.

lowest unoccupied orbital energy: 0.7 eV
largest force on an atom: 4.860 eV Å⁻¹
total charge: 0
energy above the lowest of the compared OMol25 structures with the same formula, charge and spin: 41.8 kcal/mol
2S+1: 1
frontier orbital gap: 10.11 eV
HOMO energy: -9.40 eV
SMILES string: NCCS.O

---

Number 1: total energy -8383.7117 a.u.. Number 2: total energy -344.2873 a.u.. Number 3: total energy -5487.6853 a.u.. Number 4: total energy -185.5202 a.u.. Number 5: total energy -609.7027 a.u..